# 1
Density functional theory data (ωB97M-V with the def2-TZVPD basis set) for a single C5H10O3 molecule at a distorted geometry.

Summary:
ΔE to the lowest compared entry with this formula, charge and spin: 108.2 kcal/mol
energy: -422.08411 Ha
SMILES: COOC(C)(C)C=O
total charge: 0
gap between HOMO and LUMO: 9.4 eV
HOMO level: -0.3495 hartree

```
18
Properties=species:S:1:pos:R:3:forces:R:3
C 0.684 -2.480 0.632 0.2 -0.1 0.4
C -1.139 -0.090 0.624 0.4 2.2 0.3
O -0.060 -1.779 -0.347 1.9 2.0 -0.9
O -1.119 -0.017 1.833 0.1 -0.5 -1.2
H -2.034 -0.376 0.052 0.0 -0.3 0.1
H 0.173 -2.409 1.599 0.0 0.1 0.0
H 0.750 -3.534 0.351 0.0 0.1 -0.2
H 1.697 -2.079 0.747 -0.2 0.0 -0.2
C -0.734 1.223 -1.522 0.1 -0.1 -0.1
C 0.776 1.623 0.486 0.4 -0.2 -0.1
C -0.007 0.600 -0.330 -2.3 0.3 1.5
O 0.802 -0.443 -0.716 -0.4 -3.4 0.3
H -1.472 1.961 -1.192 0.1 0.0 0.0
H -0.019 1.717 -2.186 -0.1 0.0 0.1
H 1.307 1.135 1.307 -0.2 0.0 -0.1
H 1.528 2.112 -0.141 -0.1 0.0 0.0
H -1.246 0.454 -2.107 0.0 0.0 0.1
H 0.112 2.382 0.908 0.0 -0.1 -0.1
```
Positions in Å, forces in eV/Å.


# 2
Density functional theory data (ωB97M-V with the def2-TZVPD basis set) for 2 unconnected molecules or ions with the total composition C3H3NO at a distorted geometry.

Summary:
ΔE to the lowest compared entry with this formula, charge and spin: 90.2 kcal/mol
energy: -245.94782 Ha
total charge: 0
gap between HOMO and LUMO (alpha / beta): 8.1 / 8.1 eV
HOMO level (alpha / beta): -0.3547 / -0.3547 hartree

```
8
Properties=species:S:1:pos:R:3:forces:R:3
C 3.167 0.101 -0.055 0.5 -0.4 1.4
C 0.041 0.379 0.783 -0.6 -0.8 -3.6
C 0.286 -0.036 -0.469 3.7 2.3 6.8
N 4.026 0.113 0.706 1.6 0.5 1.6
O 2.307 -0.048 -0.889 -5.3 -0.4 -2.7
H -1.011 0.667 0.993 0.7 -0.5 0.0
H 0.799 0.501 1.529 0.5 0.1 0.2
H 0.019 -0.281 -1.391 -1.1 -0.9 -3.7
```
Positions in Å, forces in eV/Å.


# 3
Density functional theory data (ωB97M-V with the def2-TZVPD basis set) for a single C5H10O molecule at a distorted geometry.

Summary:
ΔE to the lowest compared entry with this formula, charge and spin: 14.5 kcal/mol
energy: -271.72958 Ha
SMILES: C[C@H]1CCCO1
total charge: 0
gap between HOMO and LUMO: 11.1 eV
HOMO level: -0.3634 hartree

```
16
Properties=species:S:1:pos:R:3:forces:R:3
C 2.100 0.168 0.336 0.1 0.0 0.0
C 0.626 0.405 0.129 0.2 0.0 -0.3
C -0.039 -0.509 -0.898 0.2 0.0 -0.2
C -1.520 -0.346 -0.585 0.1 0.2 -0.1
C -1.448 0.242 0.860 -0.6 -0.4 -1.0
O -0.113 0.126 1.315 -0.2 -0.1 -0.2
H 2.517 0.860 1.072 0.0 -0.1 -0.1
H 2.627 0.309 -0.614 0.0 0.0 0.2
H 2.263 -0.858 0.678 0.0 0.1 0.0
H 0.438 1.459 -0.153 0.1 -0.1 0.0
H 0.212 -0.262 -1.927 0.1 0.0 -0.1
H 0.277 -1.535 -0.676 0.0 0.1 -0.2
H -2.049 -1.315 -0.656 0.2 0.5 0.3
H -2.067 0.344 -1.231 0.3 0.0 -0.2
H -2.133 -0.434 1.329 -0.2 0.3 1.6
H -1.717 1.311 0.874 -0.3 -0.5 0.1
```
Positions in Å, forces in eV/Å.


Which of these has the lowest energy?
C5H10O3


Number 1 is which compound?
C5H10O3